Entry from OMol25: a molecular structure, C27H53ClGaN8O2P2 (the ωB97M-V functional and the def2-TZVPD basis).

Values from the calculation:
Net charge   -1
Multiplicity   1
Frontier orbital gap   5.21 eV

CARTESIAN COORDINATES (ANGSTROEM)
C  3.346  -0.917  3.904
C  2.197  0.056  3.579
C  1.996  0.275  2.068
C  0.556  0.668  1.684
C  -0.076  -0.205  0.593
C  -1.567  0.113  0.457
C  -2.438  -0.907  -0.304
C  -2.055  -2.389  -0.168
Ga  -2.439  -3.315  1.592
C  -4.386  -3.226  2.110
C  -4.714  -2.564  3.469
C  -5.381  -1.184  3.337
C  -4.340  -0.051  3.315
N  -4.146  0.552  4.657
P  -1.889  -5.595  1.112
C  -0.157  -5.512  0.453
O  -1.693  -6.411  2.575
P  -0.995  -2.534  3.351
O  0.455  -3.158  2.786
Cl  -1.354  -3.921  4.911
H  2.962  -1.890  4.215
H  3.997  -0.534  4.695
H  3.974  -1.079  3.021
H  1.266  -0.319  4.011
H  2.408  1.020  4.058
H  2.697  1.052  1.742
H  2.237  -0.672  1.573
H  -0.074  0.532  2.574
H  0.458  1.726  1.419
H  0.100  -1.245  0.873
H  0.422  0.025  -0.358
H  -1.620  1.056  -0.103
H  -1.957  0.334  1.457
H  -3.484  -0.771  0.006
H  -2.417  -0.625  -1.370
H  -1.019  -2.514  -0.507
H  -2.670  -2.955  -0.886
H  -4.760  -4.256  2.108
H  -4.923  -2.719  1.296
H  -3.798  -2.418  4.055
H  -5.361  -3.219  4.064
H  -5.928  -1.146  2.386
H  -6.080  -1.004  4.159
H  -3.386  -0.495  3.013
H  -4.611  0.714  2.581
H  -3.152  0.603  4.855
H  -4.449  1.520  4.638
H  0.111  -6.415  -0.102
H  -0.113  -4.661  -0.234
H  0.598  -5.375  1.239
H  -0.880  -6.123  3.011
H  0.316  -3.542  1.911
C  0.854  5.344  1.595
C  -0.144  4.555  0.890
N  -0.920  3.966  0.283
H  1.449  4.712  2.252
H  1.514  5.819  0.873
H  0.359  6.111  2.190
C  2.416  9.258  1.276
C  3.146  8.022  1.030
N  3.706  7.040  0.828
H  1.524  9.050  1.864
H  3.047  9.959  1.819
H  2.118  9.698  0.325
C  0.510  4.949  -2.718
C  0.667  6.364  -2.405
N  0.777  7.477  -2.138
H  1.463  4.439  -2.592
H  -0.218  4.507  -2.039
H  0.175  4.817  -3.745
C  0.823  -7.935  -3.524
C  0.818  -6.546  -3.086
N  0.783  -5.463  -2.707
H  1.798  -8.381  -3.331
H  0.063  -8.490  -2.978
H  0.610  -7.990  -4.589
C  -0.173  -2.234  -3.466
C  0.053  -0.800  -3.341
N  0.224  0.331  -3.230
H  0.761  -2.772  -3.315
H  -0.893  -2.558  -2.715
H  -0.551  -2.456  -4.462
C  2.109  0.976  -6.482
C  2.025  -0.479  -6.449
N  1.943  -1.622  -6.373
H  3.107  1.291  -6.186
H  1.905  1.344  -7.486
H  1.386  1.400  -5.787
C  5.277  3.500  -5.018
C  3.960  3.948  -5.452
N  2.916  4.304  -5.772
H  5.194  2.532  -4.526
H  5.940  3.411  -5.876
H  5.696  4.218  -4.315

Cartesian forces, eV/Å:
C 0.0 0.1 -0.1
C 0.2 0.1 0.0
C -0.3 0.0 0.2
C -0.2 -0.2 0.4
C 0.1 0.6 0.1
C 0.2 0.1 -0.3
C 0.0 0.0 -0.1
C 0.0 0.3 -0.1
Ga -0.1 -0.3 0.0
C 0.0 0.0 0.1
C -0.2 0.1 0.0
C 0.3 0.1 -0.3
C 0.0 -0.2 0.3
N 0.2 0.2 -0.2
P -0.3 0.0 0.0
C 0.0 -0.1 0.1
O 0.4 -0.2 -0.3
P 0.3 0.4 0.2
O 0.0 0.3 -0.3
Cl -0.1 -0.2 0.0
H 0.0 0.1 -0.1
H -0.1 -0.1 0.0
H 0.0 0.0 0.1
H 0.1 0.0 0.0
H -0.2 0.0 0.0
H 0.1 -0.3 -0.2
H 0.1 0.2 -0.1
H 0.1 0.1 0.0
H 0.1 0.0 -0.1
H 0.0 0.0 -0.2
H 0.0 -0.4 0.0
H -0.2 0.0 0.3
H -0.1 -0.3 0.0
H 0.1 0.0 0.0
H 0.0 0.0 0.1
H 0.0 -0.1 0.1
H 0.1 0.0 0.1
H 0.1 0.1 0.0
H 0.0 0.0 0.1
H -0.2 -0.2 0.1
H 0.1 0.0 0.0
H -0.2 -0.1 0.2
H 0.0 0.1 -0.1
H -0.1 0.2 -0.2
H 0.1 0.0 0.0
H -0.1 -0.1 0.1
H -0.1 -0.1 0.1
H 0.0 0.1 0.0
H 0.1 -0.1 0.0
H 0.0 0.0 -0.1
H -0.3 0.2 0.2
H 0.0 -0.2 0.2
C 0.0 0.0 0.1
C -0.1 0.0 -0.2
N 0.0 0.1 0.1
H 0.0 0.0 0.0
H 0.0 0.0 0.0
H 0.0 0.0 0.0
C 0.0 0.0 0.0
C 0.1 -0.1 -0.1
N 0.0 0.1 0.1
H 0.0 0.0 0.0
H 0.0 0.0 0.0
H 0.0 0.0 0.0
C 0.0 -0.1 0.0
C 0.0 0.2 0.1
N 0.0 -0.2 0.0
H 0.0 0.0 0.0
H 0.0 0.0 0.0
H 0.0 0.1 0.0
C 0.0 0.0 0.0
C -0.1 0.1 0.1
N 0.1 0.0 -0.2
H 0.0 0.0 0.0
H 0.0 0.0 0.0
H 0.0 0.0 0.0
C 0.0 0.0 0.0
C 0.0 0.2 0.1
N 0.1 -0.1 -0.2
H 0.0 0.0 0.0
H 0.0 0.0 0.0
H 0.0 0.0 0.0
C 0.0 0.0 0.0
C -0.1 -0.2 0.2
N 0.0 0.1 -0.1
H 0.0 0.0 0.0
H 0.0 0.0 0.0
H 0.0 0.0 0.0
C 0.0 0.0 0.0
C -0.2 0.1 0.0
N 0.1 -0.1 0.0
H 0.0 0.0 0.0
H 0.0 0.0 0.0
H 0.0 0.0 0.0

Entry from OMol25: a molecular structure, C27H53N12O2V (the ωB97M-V functional and the def2-TZVPD basis).

Values from the calculation:
Net charge   +1
ΔE to the lowest compared entry with this formula, charge and spin   0.0 kJ/mol
Multiplicity   2
Frontier orbital gap (alpha / beta)   7.08 / 6.57 eV

CARTESIAN COORDINATES (ANGSTROEM)
V  0.448  0.166  0.223
C  0.347  -1.719  -1.677
N  -1.059  -1.834  -2.007
C  -1.449  -3.202  -2.326
C  -1.968  -0.956  -1.475
N  -1.595  -0.080  -0.591
C  -2.547  0.940  -0.169
C  -1.860  2.282  0.019
N  -0.575  2.154  0.700
C  0.357  3.270  0.425
C  1.716  2.751  -0.040
N  1.455  1.682  -0.995
C  2.286  1.518  -1.991
N  3.601  1.861  -1.948
C  4.372  1.691  -0.725
C  4.319  2.390  -3.093
N  1.830  0.982  -3.164
C  2.642  0.105  -3.985
C  0.457  1.157  -3.590
C  -0.593  1.775  2.101
C  0.806  -0.110  2.973
N  -0.041  -1.044  2.298
C  -0.479  -2.051  3.001
N  -1.508  -2.823  2.553
C  -2.342  -2.387  1.463
C  -1.535  -4.254  2.808
N  0.003  -2.367  4.259
C  -0.916  -2.754  5.315
C  1.374  -2.832  4.441
N  -3.251  -1.052  -1.980
C  -3.496  -1.274  -3.394
C  -4.413  -1.189  -1.123
H  0.936  -2.188  -2.468
H  0.600  -2.210  -0.733
H  0.676  -0.669  -1.677
H  -1.092  -3.481  -3.319
H  -2.527  -3.320  -2.294
H  -1.009  -3.892  -1.600
H  -3.019  0.634  0.773
H  -3.354  1.080  -0.891
H  -2.541  2.982  0.520
H  -1.640  2.690  -0.967
H  0.465  3.904  1.310
H  -0.077  3.883  -0.365
H  2.287  2.394  0.821
H  2.275  3.578  -0.490
H  3.832  1.029  -0.050
H  4.582  2.646  -0.236
H  5.324  1.218  -0.975
H  3.623  2.640  -3.891
H  5.061  1.684  -3.474
H  4.840  3.302  -2.796
H  3.552  -0.165  -3.456
H  2.908  0.565  -4.941
H  2.085  -0.812  -4.198
H  -0.014  1.922  -2.979
H  -0.125  0.234  -3.501
H  0.440  1.465  -4.639
H  -1.402  1.067  2.291
H  -0.671  2.636  2.777
H  0.538  0.042  4.023
H  2.749  0.439  2.855
H  -2.388  -1.303  1.457
H  -3.344  -2.802  1.594
H  -1.951  -2.718  0.495
H  -0.675  -4.555  3.397
H  -1.494  -4.794  1.858
H  -2.448  -4.548  3.331
H  -1.916  -2.383  5.099
H  -0.578  -2.308  6.252
H  -0.966  -3.838  5.461
H  1.918  -2.766  3.505
H  1.358  -3.878  4.768
H  1.896  -2.243  5.196
H  -2.570  -1.172  -3.955
H  -4.206  -0.530  -3.759
H  -3.918  -2.265  -3.591
H  -4.136  -1.083  -0.079
H  -4.862  -2.180  -1.255
H  -5.172  -0.440  -1.360
O  0.677  1.158  2.272
N  2.211  -0.430  2.874
N  2.508  -1.227  1.760
O  2.206  -0.583  0.546
C  3.851  -1.677  1.777
C  4.549  -1.848  2.973
C  5.836  -2.367  2.957
C  6.448  -2.713  1.763
C  5.754  -2.534  0.574
C  4.467  -2.020  0.573
H  4.086  -1.573  3.910
H  6.365  -2.492  3.893
H  7.453  -3.113  1.758
H  6.219  -2.799  -0.367
H  3.925  -1.879  -0.350

Cartesian forces, eV/Å:
V -0.2 -0.1 0.0
C 0.0 0.0 -0.1
N 0.0 0.0 0.0
C 0.0 0.0 0.0
C 0.0 0.0 0.0
N 0.0 0.0 0.0
C 0.0 0.0 0.0
C 0.0 0.0 0.0
N 0.0 0.0 0.0
C 0.0 0.0 0.0
C 0.0 0.0 0.0
N 0.0 0.0 -0.1
C 0.0 0.0 0.0
N 0.0 0.0 0.0
C 0.0 0.0 0.0
C 0.0 0.0 0.0
N 0.0 0.0 0.0
C 0.0 0.0 0.0
C 0.0 0.0 0.0
C 0.0 0.0 0.0
C 0.0 0.0 0.0
N 0.0 0.0 0.0
C 0.0 0.0 0.0
N 0.0 0.0 0.0
C 0.0 0.0 0.0
C 0.0 0.0 0.0
N 0.0 0.0 0.0
C 0.0 0.0 0.0
C 0.0 0.0 0.0
N 0.0 0.0 0.0
C 0.0 0.0 0.0
C 0.0 0.0 0.0
H 0.0 0.0 0.0
H 0.0 0.0 0.0
H 0.0 -0.1 0.0
H 0.0 0.0 0.0
H 0.0 0.0 0.0
H 0.0 0.0 0.0
H 0.0 0.0 0.0
H 0.0 0.0 0.0
H 0.0 0.0 0.0
H 0.0 0.0 0.0
H 0.0 0.0 0.0
H 0.0 0.0 0.0
H 0.0 0.0 0.0
H 0.0 0.0 0.0
H 0.0 0.0 0.0
H 0.0 0.0 0.0
H 0.0 0.0 0.0
H 0.0 0.0 0.0
H 0.0 0.0 0.0
H 0.0 0.0 0.0
H 0.0 0.0 0.0
H 0.0 0.0 0.0
H 0.0 0.0 0.0
H 0.0 0.0 0.0
H 0.0 0.0 0.0
H 0.0 0.0 0.0
H 0.0 0.0 0.0
H 0.0 0.0 0.0
H 0.0 0.0 0.0
H 0.0 0.0 0.0
H 0.0 0.0 0.0
H 0.0 0.0 0.0
H 0.0 0.0 0.0
H 0.0 0.0 0.0
H 0.0 0.0 0.0
H 0.0 0.0 0.0
H 0.0 0.0 0.0
H 0.0 0.0 0.0
H 0.0 0.0 0.0
H 0.0 0.0 0.0
H 0.0 0.0 0.0
H 0.0 0.0 0.0
H 0.0 0.0 0.0
H 0.0 0.0 0.0
H 0.0 0.0 0.0
H 0.0 0.0 0.0
H 0.0 0.0 0.0
H 0.0 0.0 0.0
O 0.0 0.1 0.1
N 0.0 0.0 0.0
N 0.0 0.0 0.0
O 0.1 0.0 0.0
C 0.0 0.0 0.0
C 0.0 0.0 0.0
C 0.0 0.0 0.0
C 0.0 0.0 0.0
C 0.0 0.0 0.0
C 0.0 0.0 0.0
H 0.0 0.0 0.0
H 0.0 0.0 0.0
H 0.0 0.0 0.0
H 0.0 0.0 0.0
H 0.0 0.0 0.0

Entry from OMol25: 7 unconnected molecules or ions with the total composition C27H53N9O10P (the ωB97M-V functional and the def2-TZVPD basis).

Values from the calculation:
Net charge   -1
Multiplicity   1
Frontier orbital gap   6.75 eV

CARTESIAN COORDINATES (ANGSTROEM)
C  5.848  1.323  1.816
C  4.964  0.108  2.255
P  4.512  -0.734  0.668
C  3.965  -2.488  1.036
C  3.059  0.205  -0.053
C  2.623  -0.566  -1.244
N  2.226  -1.096  -2.186
C  1.866  0.532  0.891
C  0.704  0.856  -0.004
N  -0.129  1.152  -0.749
C  1.360  -0.630  1.759
O  2.018  -0.746  3.016
N  1.116  -0.672  4.077
O  1.599  -0.153  4.998
C  2.077  1.859  1.701
O  2.771  2.750  1.196
O  1.499  1.961  2.777
H  5.428  1.798  0.945
H  5.862  1.991  2.677
H  6.827  0.907  1.556
H  5.532  -0.564  2.896
H  4.095  0.533  2.763
H  3.299  -2.573  1.896
H  4.901  -3.018  1.230
H  3.552  -2.920  0.122
H  3.424  1.161  -0.444
H  0.308  -0.417  1.971
H  1.368  -1.596  1.244
C  5.530  4.611  1.662
O  5.606  3.833  0.743
N  6.356  5.673  1.853
C  6.207  6.567  2.979
C  7.417  5.911  0.894
H  4.756  4.513  2.441
H  6.024  7.584  2.621
H  7.121  6.559  3.581
H  5.371  6.257  3.602
H  6.988  6.061  -0.098
H  8.077  5.042  0.855
H  7.989  6.791  1.182
C  -5.270  1.556  -3.538
O  -5.866  2.579  -3.225
N  -4.058  1.204  -3.097
C  -3.417  -0.032  -3.519
C  -3.359  2.079  -2.169
H  -5.705  0.820  -4.234
H  -3.221  -0.651  -2.642
H  -2.473  0.205  -4.014
H  -4.051  -0.583  -4.207
H  -3.960  2.205  -1.266
H  -3.213  3.058  -2.629
H  -2.395  1.650  -1.908
C  -4.417  -3.303  -3.442
O  -4.361  -2.541  -4.392
N  -5.386  -4.209  -3.235
C  -5.390  -5.086  -2.075
C  -6.463  -4.312  -4.202
H  -3.648  -3.304  -2.652
H  -5.361  -6.126  -2.413
H  -6.296  -4.920  -1.496
H  -4.524  -4.892  -1.445
H  -6.053  -4.557  -5.183
H  -6.982  -3.355  -4.276
H  -7.165  -5.084  -3.895
C  -5.488  7.418  -1.149
O  -4.823  8.306  -0.644
N  -5.297  6.104  -0.962
C  -6.136  5.100  -1.601
C  -4.216  5.670  -0.092
H  -6.332  7.638  -1.826
H  -6.626  4.497  -0.833
H  -5.527  4.455  -2.226
H  -6.897  5.576  -2.218
H  -4.365  6.079  0.909
H  -3.265  6.041  -0.475
H  -4.191  4.585  -0.042
C  8.711  -1.558  2.011
O  7.842  -0.731  2.187
N  9.478  -1.632  0.906
C  10.503  -2.640  0.742
C  9.259  -0.659  -0.154
H  8.945  -2.337  2.759
H  11.475  -2.158  0.613
H  10.284  -3.246  -0.140
H  10.543  -3.289  1.615
H  9.414  0.348  0.236
H  8.231  -0.734  -0.512
H  9.947  -0.843  -0.976
C  -7.456  -5.889  1.117
O  -7.401  -5.129  0.171
N  -8.428  -6.799  1.318
C  -8.435  -7.678  2.471
C  -9.503  -6.898  0.345
H  -6.690  -5.892  1.909
H  -8.406  -8.718  2.138
H  -9.345  -7.512  3.052
H  -7.571  -7.484  3.103
H  -9.088  -7.139  -0.635
H  -10.021  -5.941  0.273
H  -10.205  -7.672  0.644

Cartesian forces, eV/Å:
C -0.2 -1.8 0.4
C -0.4 1.0 -0.9
P 1.3 -0.4 -0.4
C 0.0 0.8 0.1
C -0.4 -0.6 0.2
C -0.1 0.3 0.2
N 0.3 -0.1 0.3
C -1.0 -0.3 -1.1
C -0.1 0.4 -0.4
N 0.5 -0.4 0.7
C -1.1 -0.2 0.3
O 0.9 -0.1 -0.4
N -0.6 0.6 -0.2
O 0.2 -0.4 0.4
C 0.7 1.8 0.6
O 0.6 -0.6 -1.3
O -1.2 -1.1 1.1
H -0.2 0.3 0.1
H 0.3 0.3 -0.3
H -0.2 0.7 0.2
H -0.2 -0.1 0.0
H 0.0 -0.5 0.2
H 0.0 -0.2 -0.1
H -0.1 0.1 0.1
H -0.2 0.1 0.1
H 0.2 0.0 0.3
H 0.1 0.0 0.1
H 0.3 0.1 -0.1
C -0.4 -0.1 0.2
O 0.5 0.8 -0.5
N 0.0 0.1 0.2
C 0.2 -0.1 -0.3
C -0.2 -0.2 0.0
H 0.0 0.0 0.0
H 0.0 0.1 0.2
H -0.1 0.1 0.1
H 0.0 -0.1 -0.1
H 0.1 0.0 0.0
H 0.1 0.1 -0.1
H 0.0 0.0 0.1
C 0.0 -0.1 -0.1
O 0.0 -0.1 0.0
N 0.1 -0.1 0.0
C 0.0 0.5 0.0
C -0.2 0.0 -0.1
H 0.0 0.0 0.0
H 0.1 -0.1 -0.1
H 0.1 -0.1 0.1
H 0.1 0.3 0.2
H 0.1 0.1 0.0
H 0.0 0.0 0.1
H 0.0 0.0 0.0
C 0.1 0.0 0.0
O -0.3 -0.6 -0.2
N 0.2 -0.1 0.1
C -0.3 0.1 -0.4
C 0.2 0.2 0.0
H 0.0 0.0 0.0
H 0.1 0.0 0.1
H 0.2 -0.1 0.0
H 0.0 0.1 -0.1
H -0.1 0.0 0.0
H -0.1 -0.1 -0.1
H 0.0 0.0 0.1
C 0.0 0.0 0.0
O 0.1 0.0 0.1
N -0.3 0.0 -0.1
C 0.4 0.1 0.3
C 0.0 0.2 -0.1
H 0.0 0.0 0.0
H -0.1 -0.1 -0.1
H -0.2 -0.1 0.0
H 0.0 0.1 0.0
H 0.1 0.0 0.0
H 0.0 -0.1 0.1
H -0.1 0.0 -0.1
C 0.0 -0.1 0.1
O 0.4 -0.4 0.2
N 0.2 -0.2 0.0
C -0.1 0.3 -0.2
C -0.2 0.0 0.2
H 0.1 0.0 0.0
H 0.1 -0.1 0.0
H 0.1 -0.1 0.0
H 0.0 0.0 0.0
H 0.0 0.0 -0.1
H 0.0 0.1 0.0
H 0.0 -0.1 0.0
C 0.1 0.0 0.1
O -0.3 -0.1 0.2
N 0.0 -0.1 0.1
C -0.2 0.0 -0.2
C 0.2 0.2 0.0
H 0.0 0.0 0.0
H 0.0 0.0 0.1
H 0.0 -0.1 0.1
H 0.0 0.0 0.0
H -0.1 0.0 0.0
H -0.1 0.0 -0.1
H 0.0 0.0 0.1

The calculation returns the following maximum force values, one per record and in order: 0.0109 0.0039 0.0403 hartree/bohr.
The calculation returns the following DFT total energy values, one per record and in order: -128351.5811 -76515.5603 -72031.2537 eV.